# 1
Computed, not measured: a 2-piece molecular cluster, C9H14O overall, with ωB97M-V with the def2-TZVPD basis set.

The geometry in XYZ format:
```
24
Properties=species:S:1:pos:R:3:forces:R:3
O -1.856 -2.469 0.373 -0.12 0.23 0.11
C -0.400 2.828 1.489 0.50 1.07 1.52
C -0.392 -0.971 1.371 0.08 1.20 -0.01
H 1.701 -0.467 -3.366 0.14 -0.08 -0.13
C 1.836 -1.323 -2.701 -0.29 0.26 -0.15
C -0.868 1.411 1.407 0.53 0.07 -1.10
H -0.667 3.342 2.429 -0.30 -0.43 0.02
H 1.019 0.433 2.001 -0.07 0.48 0.47
H 2.023 -0.413 -0.745 -0.07 -0.08 0.00
C -1.609 -1.153 0.719 0.63 -1.74 0.39
C -2.468 -0.126 0.438 0.03 0.26 0.18
H -2.711 -2.566 -0.054 -0.07 0.15 -0.04
H 3.262 -1.623 -0.989 -0.05 -0.24 -0.22
H 2.272 -2.133 -3.283 0.12 0.00 0.06
H 0.817 -1.597 -2.444 -0.04 -0.35 0.27
H -3.426 -0.430 0.031 -0.07 0.56 -0.30
C -0.014 0.322 1.702 -0.72 -0.02 -0.71
C 2.664 -0.873 -1.500 -0.14 0.66 0.04
H 0.686 2.918 1.538 0.07 -0.19 -0.49
H -0.797 3.512 0.743 0.06 -0.38 -0.41
H 3.318 -0.066 -1.835 0.30 -0.16 0.16
H 0.318 -1.758 1.559 -0.23 -0.40 -0.15
H -2.650 2.020 0.385 -0.15 0.09 0.14
C -2.060 1.184 0.729 -0.12 -0.97 0.33
```
Forces are in eV/Å.

## Properties
Total charge: 0
Energy above the lowest of the compared OMol25 structures with the same formula, charge and spin, kcal per mole: 12.2
Structure (SMILES): Cc1ccc(O)cc1.CC



# 2
Computed, not measured: one molecule with the formula C5H14N3P, with ωB97M-V with the def2-TZVPD basis set.

The geometry in XYZ format:
```
23
Properties=species:S:1:pos:R:3:forces:R:3
N 2.360 0.694 1.185 -0.25 0.22 -2.45
C 2.009 0.923 -1.492 -0.06 -0.57 2.10
N -1.609 0.508 0.508 -0.05 -0.20 0.36
H 2.833 1.608 1.200 -0.68 -0.61 -0.24
H 1.471 -2.240 0.598 1.13 0.43 -0.02
N -0.279 0.952 0.723 0.33 0.22 -0.55
H 1.888 1.988 -1.665 -0.41 -0.14 -0.44
H -1.507 -1.016 -0.983 -0.17 0.56 0.02
H -2.607 -1.498 0.249 0.07 1.59 0.51
H 0.785 -1.818 -0.958 0.23 -0.58 -1.80
H -2.289 1.721 -1.273 0.11 -0.67 1.49
H -2.119 2.398 0.398 -0.74 0.52 -0.04
H -3.565 1.184 0.001 2.16 0.99 -0.10
C -1.696 -0.856 0.116 1.34 -2.50 -1.16
H -0.441 -1.836 1.771 -0.28 0.70 -0.34
H 3.055 0.747 -1.240 0.04 0.01 0.05
H 1.871 0.537 2.003 -0.58 -0.07 2.81
C 0.861 -1.544 0.046 -1.70 1.92 1.39
C -2.439 1.512 -0.136 -1.23 -1.05 -0.79
H -0.868 -2.783 0.447 0.01 -0.46 -0.43
P 1.059 0.382 0.080 1.53 -0.90 0.12
H 1.774 0.213 -2.249 -0.49 0.08 -1.08
C -0.545 -1.777 0.670 -0.29 0.49 0.60
```
Forces are in eV/Å.

## Properties
Total charge: 0
Energy above the lowest of the compared OMol25 structures with the same formula, charge and spin, kcal per mole: 12.2
Structure (SMILES): CN1CCC[P@](C)(N)=N1



# 3
Computed, not measured: one molecule with the formula C20H14O2, with ωB97M-V with the def2-TZVPD basis set.

The geometry in XYZ format:
```
36
Properties=species:S:1:pos:R:3:forces:R:3
C 1.325 -1.876 0.746 0.56 0.56 0.35
C -2.869 -0.003 -0.478 -0.34 0.41 -0.27
H -0.059 5.497 -1.050 -0.22 -0.78 0.04
C -0.394 4.458 -0.861 -2.68 0.20 -0.48
C -0.115 -1.427 0.442 -0.55 1.99 -0.34
C -3.828 0.879 -1.030 1.22 1.02 0.24
C 0.612 0.954 0.400 0.19 1.11 -0.11
H 2.701 1.380 1.012 0.32 0.48 0.11
C 1.864 -2.727 -0.364 0.19 -1.09 -3.18
C -3.481 2.258 -1.214 0.26 -0.85 0.12
C 2.302 -0.697 0.975 -0.82 2.19 0.43
H -0.958 -2.120 0.265 0.95 -0.07 0.26
C -1.625 0.504 -0.152 -1.48 0.78 -0.60
H 3.312 -0.821 1.357 -0.15 -0.83 -0.20
C 1.918 -4.331 1.328 0.14 -0.20 0.78
H -3.053 -1.062 -0.309 -0.29 0.20 -0.20
C -0.419 -0.092 0.269 2.93 -3.66 1.36
O 2.223 -2.350 -1.438 0.43 1.57 -0.89
C -1.315 1.849 -0.346 -0.15 -0.29 -0.11
C 1.388 -2.968 1.824 -1.75 -0.81 1.85
O 0.864 -2.859 2.905 0.51 0.27 -0.17
C 1.885 -4.226 -0.176 -0.11 -0.03 1.42
H 1.312 -5.178 1.699 0.26 0.68 0.28
H 1.436 3.409 -0.971 0.29 0.22 0.29
H -2.371 4.807 -1.644 0.03 0.12 0.22
C -1.710 4.115 -1.135 2.60 0.15 0.22
H 2.943 -4.436 1.744 -0.46 -0.04 -0.34
H -4.199 2.978 -1.612 0.06 -0.38 0.00
H 2.747 -4.706 -0.630 -0.12 0.29 -0.42
H 0.956 3.920 0.695 0.41 0.20 -0.14
C -2.179 2.737 -0.902 -1.91 0.57 -0.42
H -4.789 0.491 -1.341 -0.04 0.20 0.11
H 0.955 -4.642 -0.582 0.20 0.08 -0.02
C 0.048 2.133 -0.002 0.86 -0.23 0.01
C 0.612 3.518 -0.260 -0.44 -0.85 0.21
C 1.962 0.633 0.835 -0.91 -3.18 -0.43
```
Forces are in eV/Å.

## Properties
Total charge: 0
Energy above the lowest of the compared OMol25 structures with the same formula, charge and spin, kcal per mole: 43.1
Structure (SMILES): O=C1CCC(=O)C12C=CC1=C3CC=Cc4cccc(c43)C1=C2



# 4
Computed, not measured: a 9-piece molecular cluster, C8H34O9 overall, with ωB97M-V with the def2-TZVPD basis set.

The geometry in XYZ format:
```
51
Properties=species:S:1:pos:R:3:forces:R:3
O -1.517 1.456 -11.967 0.20 -0.25 0.19
H -1.813 1.892 -15.458 -0.74 -0.48 -0.32
O -3.219 -0.053 -10.296 0.57 0.10 -0.06
H -2.893 -0.175 -9.397 -0.09 -0.01 -0.08
H -1.727 -1.160 -12.979 0.53 -0.38 0.12
H -3.556 -4.632 -11.370 0.27 0.02 -0.04
H 0.495 -3.799 -7.534 -0.03 0.20 0.07
H 0.337 -0.816 -17.235 -0.07 -0.36 0.04
C -0.649 3.091 -16.577 -0.39 0.31 -0.48
C -0.148 -4.295 -9.566 0.95 -0.13 -0.20
H 0.542 -2.453 -8.758 -0.09 0.06 0.59
O -1.251 -2.021 -14.893 0.07 0.36 1.24
H 0.258 1.045 -15.562 0.10 -0.15 -0.01
H -2.802 0.392 -17.316 0.26 -0.09 0.25
H -4.156 -5.342 -12.818 0.17 -0.48 -0.24
C -2.289 1.333 -17.514 -0.27 -0.13 -0.89
H 1.139 -5.746 -9.216 -0.07 -0.12 0.07
C -1.336 1.749 -16.438 0.51 0.10 1.74
H -0.603 -3.789 -14.282 0.31 -0.14 -0.39
O -2.279 -6.063 -12.221 -0.25 -0.23 -0.66
H 0.138 3.117 -17.333 -0.10 0.02 -0.06
H 1.277 0.528 -13.383 0.00 -0.13 0.04
H -2.991 -1.368 -14.123 -0.33 -0.27 0.45
H 0.628 -3.237 -11.241 0.01 -0.43 -0.42
H -1.069 0.699 -12.382 0.15 0.32 -0.08
H -2.353 -2.826 -13.318 0.15 0.00 0.10
C 0.713 -3.515 -8.561 -0.32 0.36 -0.77
C -3.567 -5.577 -11.931 -0.11 0.61 1.10
H -1.785 1.229 -18.479 0.20 -0.09 0.12
H -0.964 1.687 -11.209 0.05 0.12 -0.24
O -0.360 0.694 -16.210 -0.35 0.35 -0.34
H -0.516 -2.062 -17.053 0.08 -0.08 0.11
H -0.932 -2.648 -10.773 -0.18 -0.14 0.24
H -1.616 -5.657 -11.664 0.00 -0.16 0.12
O 0.378 -1.785 -17.280 0.10 0.26 -0.30
C -2.090 -1.857 -13.732 -1.08 0.59 -1.38
C -0.350 -3.570 -10.891 -0.08 0.93 0.81
O -0.198 -4.671 -14.296 -0.08 0.13 0.19
H 1.775 -3.671 -8.757 -0.01 -0.15 -0.09
H -0.743 -5.179 -14.904 0.01 -0.01 0.09
O 0.557 -5.493 -9.937 -0.50 -0.12 0.10
O 0.625 -0.183 -13.382 0.03 0.26 0.33
H -3.088 2.052 -17.706 0.16 0.26 0.37
H -0.886 -4.183 -11.604 0.43 0.10 -0.34
H 0.935 -0.797 -12.702 0.01 -0.10 -0.25
H -2.508 0.433 -10.771 -0.76 -0.21 0.17
H -1.442 3.808 -16.809 0.27 0.15 -0.20
H -4.089 -6.273 -11.268 -0.25 -0.14 -0.31
H -1.113 -4.524 -9.104 -0.02 -0.20 -0.07
H -0.259 3.412 -15.609 0.25 -0.13 -0.06
H -0.849 -1.145 -15.006 0.30 -0.31 -0.40
```
Forces are in eV/Å.

## Properties
Total charge: 0
Energy above the lowest of the compared OMol25 structures with the same formula, charge and spin, kcal per mole: 26.2
Structure (SMILES): CC(C)O.CC(C)O.CO.CO.O.O.O.O.O



# 5
Computed, not measured: a 2-piece molecular cluster, C4H9NO2 overall, with ωB97M-V with the def2-TZVPD basis set.

The geometry in XYZ format:
```
16
Properties=species:S:1:pos:R:3:forces:R:3
N -1.871 0.884 -0.274 0.37 0.34 -0.10
H 2.387 1.273 0.559 -0.04 -0.10 -0.08
H -0.276 0.078 -2.227 0.06 -0.08 -0.18
H 0.000 -0.378 2.188 -0.02 0.06 -0.14
H 1.469 0.969 -0.939 0.05 -0.10 0.14
C 2.016 0.489 -0.117 0.20 0.20 -0.15
H -1.189 -2.286 0.496 -0.14 0.15 0.07
C -1.187 -0.173 0.433 -0.05 -0.31 -0.03
O -1.160 1.832 -0.524 -0.40 -0.27 0.23
O 1.229 -0.448 0.582 0.00 -0.13 0.01
H -2.590 -1.467 -0.433 0.13 0.02 0.13
C 0.086 0.098 1.204 -0.20 0.07 0.14
H -0.279 -0.612 -1.955 0.11 0.04 -0.17
H 2.869 -0.062 -0.522 -0.13 0.12 0.04
C -1.696 -1.379 0.180 0.03 0.14 0.09
H 0.192 1.180 1.349 0.01 -0.16 0.00
```
Forces are in eV/Å.

## Properties
Total charge: 0
Energy above the lowest of the compared OMol25 structures with the same formula, charge and spin, kcal per mole: 131.4
Structure (SMILES): C=C(COC)N=O.[H][H]



# 6
Computed, not measured: one molecule with the formula C7H9FO4, with ωB97M-V with the def2-TZVPD basis set.

The geometry in XYZ format:
```
21
Properties=species:S:1:pos:R:3:forces:R:3
C 0.592 -1.466 -0.494 -0.22 0.98 0.89
H -0.027 -2.017 0.161 -0.53 -0.95 0.65
H 1.073 -2.100 -1.218 -0.12 -0.09 -0.60
C -1.324 0.108 -0.541 0.27 0.45 1.77
C -1.842 1.178 -1.151 0.28 -0.10 -1.49
F 2.940 -1.497 0.204 -0.53 0.06 -0.34
H -0.165 0.221 1.756 -0.12 -0.10 0.43
O -0.190 -0.442 -1.117 0.29 -1.01 -0.66
O -1.475 1.633 -2.433 -2.95 1.66 2.72
H -1.967 -1.451 0.873 -0.22 2.29 0.60
H -0.799 1.148 -2.808 2.37 -1.92 -0.82
C 1.975 1.744 -0.256 -0.36 -3.61 0.01
O 1.482 -0.722 1.695 -0.47 -0.49 0.44
C 1.734 -0.811 0.333 0.08 0.13 -0.74
O -1.107 0.256 1.974 0.45 -0.45 -0.33
C 1.818 0.535 -0.237 1.60 3.19 0.77
H 2.245 2.729 -0.124 0.13 1.56 -0.21
H -2.721 0.355 0.925 -1.06 -0.94 0.08
H -2.654 1.752 -0.699 0.32 -0.26 -0.42
C -1.846 -0.275 0.892 0.91 -0.55 -2.04
H 2.256 -0.880 2.263 -0.12 0.17 -0.71
```
Forces are in eV/Å.

## Properties
Total charge: 0
Energy above the lowest of the compared OMol25 structures with the same formula, charge and spin, kcal per mole: 69.2
Structure (SMILES): C#C[C@](O)(F)CO/C(=C\O)CO



# 7
Computed, not measured: C25H37FN4O3PdS2 as an isolated structure, with ωB97M-V with the def2-TZVPD basis set.

The geometry in XYZ format:
```
73
Properties=species:S:1:pos:R:3:forces:R:3
H 0.019 2.667 2.239 0.34 -0.36 0.44
H 1.995 3.095 2.594 -0.57 1.19 0.66
C 2.244 2.583 3.513 -0.07 1.26 -1.06
C -2.578 4.404 -3.831 -0.52 0.33 -0.49
S -3.138 -0.965 -3.051 -0.07 0.07 0.10
H -3.753 -0.253 -5.211 -0.23 -0.03 0.23
N 0.917 0.716 2.463 -2.15 -1.07 -2.94
C -3.815 3.518 -3.685 -0.06 0.17 -0.21
F 0.994 -4.460 0.366 0.20 0.80 0.52
N -3.472 2.093 -3.898 -0.32 -0.05 -0.41
C 0.284 0.612 -2.691 0.22 -0.04 -2.01
H -5.386 1.578 -4.637 0.05 -0.13 0.23
C 4.707 -3.178 3.974 -0.34 -0.36 -0.44
N 5.492 -4.169 3.158 0.82 -0.52 0.53
C -4.270 -0.224 -4.238 -0.27 0.22 -0.32
S -1.312 4.077 -2.633 -0.07 -0.03 0.01
H -0.561 -2.571 -0.508 0.16 -0.07 0.23
C -0.780 1.263 0.924 -0.88 -0.03 -0.51
O -0.751 2.359 -1.026 -2.10 -0.24 2.79
C 5.025 -4.315 1.745 -0.53 0.21 0.17
C 0.066 -2.309 0.340 0.49 0.44 0.79
N 2.761 -3.726 2.521 1.21 -0.96 1.48
C -0.212 0.905 -3.946 1.22 -0.52 0.89
H 0.229 -0.396 -2.293 0.02 0.21 -0.21
C 1.681 -1.565 2.499 0.65 -1.06 0.02
C -0.828 -0.007 0.221 0.28 -0.29 -0.01
H 1.880 1.768 5.498 -0.28 0.29 -0.26
H -2.863 5.454 -3.752 -0.09 -0.02 -0.27
C -4.314 -1.575 -1.799 -0.12 -0.11 0.23
H -5.118 1.272 -2.895 0.08 0.00 -0.23
H 0.865 1.341 -2.134 -0.26 -0.15 -0.13
H 3.406 -5.697 2.180 0.12 0.21 -0.21
C -0.018 -0.999 0.871 0.35 -0.15 0.04
H 3.212 -4.705 0.720 -0.07 -0.12 0.02
H 4.853 -2.228 3.482 0.00 0.38 -0.02
H -4.727 -2.555 -2.110 0.29 0.59 0.01
C 0.814 -0.619 1.949 0.77 0.66 0.81
C -1.880 5.068 -1.218 -0.14 0.32 0.21
H 0.046 1.857 -4.414 -0.24 -0.25 0.06
H -4.563 3.824 -4.438 0.13 -0.06 0.28
H -5.138 -0.863 -1.639 0.39 -0.21 -0.03
C -4.660 1.213 -3.891 -0.12 0.02 -0.29
H 2.882 0.717 3.192 -0.47 -1.25 0.81
C 1.397 1.947 4.535 0.06 -0.44 0.52
H -1.538 6.112 -1.344 -0.17 -0.55 -0.08
H 5.634 -5.059 1.241 0.10 -0.07 0.05
C 3.251 -3.613 3.930 -0.62 -0.09 -0.80
C 1.814 -2.879 2.001 -1.03 1.96 -0.71
H 2.661 -2.902 4.508 -0.08 -0.13 -0.18
H -3.007 2.005 -4.807 -0.26 0.09 0.16
H -4.260 3.614 -2.687 0.11 -0.01 -0.19
H -3.760 -1.713 -0.858 -0.17 0.16 -0.38
C 1.900 1.153 3.325 2.25 -0.19 2.51
H 2.344 -1.256 3.309 -0.32 -0.11 -0.33
H 5.169 -3.343 1.297 0.07 0.22 -0.29
H 0.335 2.187 4.578 0.19 -0.51 -0.09
H 5.444 -5.088 3.623 0.05 0.22 -0.11
H -5.169 -0.842 -4.310 0.16 0.04 -0.11
O -2.777 2.413 0.198 1.48 0.01 -0.73
C 3.553 -4.688 1.752 -0.73 0.06 0.11
H 6.481 -3.898 3.158 -0.10 -0.10 0.04
H -2.106 4.240 -4.813 -0.21 0.15 0.19
Pd -2.008 1.350 -2.538 0.28 0.82 0.38
C 0.042 1.619 1.952 -1.04 -0.61 -1.71
H 5.112 -3.155 4.982 0.05 -0.05 0.02
H -2.978 5.047 -1.130 0.46 -0.09 -0.02
H 3.141 -4.594 4.434 0.03 0.28 -0.26
H 3.201 2.837 3.941 0.47 -0.28 -0.67
H -1.438 4.667 -0.291 -0.21 0.14 -0.64
H -0.598 0.095 -4.570 0.02 0.34 0.10
O -1.426 -0.212 -0.875 0.34 -0.44 2.71
C 0.948 -3.189 0.900 0.21 -1.05 -0.13
C -1.593 2.143 0.044 0.80 0.97 -0.88
```
Forces are in eV/Å.

## Properties
Total charge: +2
Spin multiplicity: 3



Number 1: E -11607.1079 eV, maximum force 1.9 eV Å⁻¹. Number 2: E -19168.6400 eV, maximum force 3.1 eV Å⁻¹. Number 3: E -25060.0612 eV, maximum force 4.9 eV Å⁻¹. Number 4: E -27273.5689 eV, maximum force 1.9 eV Å⁻¹. Number 5: E -9874.3641 eV, maximum force 0.5 eV Å⁻¹. Number 6: E -18307.6680 eV, maximum force 4.3 eV Å⁻¹. Number 7: E -66477.4392 eV, maximum force 3.8 eV Å⁻¹.